# C5H9NO

A cluster of 2 separate species, C5H9NO in total at a distorted geometry (the ωB97M-V functional and the def2-TZVPD basis, the OMol25 dataset).

```
16
Properties=species:S:1:pos:R:3:forces:R:3:lowdin_charge:R:1
C 0.7865 -0.8065 -2.3445 -0.285 -0.266 -0.285 -0.159
C 0.4506 0.1832 -1.2774 0.650 0.353 0.012 -0.262
C -1.4152 -0.0457 0.8156 -1.361 -0.266 1.819 -0.025
C -0.4002 0.2753 1.7558 0.677 0.043 -0.256 -0.298
O -0.4309 1.5348 2.1607 0.683 -0.046 -0.039 0.076
C 1.2005 0.0453 -0.1635 0.653 0.516 0.811 -0.383
N 1.7677 -0.0946 0.8728 -1.021 0.356 -0.113 0.107
H -0.1244 -0.9203 -2.9172 0.064 -0.437 -0.713 0.050
H 1.0438 -1.7642 -1.8826 -0.044 -0.005 -0.240 0.070
H 1.6287 -0.4923 -2.9858 -0.353 -0.158 0.065 0.070
H 0.2972 1.2045 -1.6019 -0.110 0.150 0.039 0.083
H -1.8783 0.7792 0.2727 0.266 -0.240 0.073 0.103
H -1.3913 -1.0238 0.3273 -0.107 0.408 0.454 0.106
H 0.1432 -0.5244 2.2263 -0.026 0.250 0.633 0.118
H -1.9728 -0.0815 1.9810 0.132 -0.583 -2.445 0.208
H 0.2948 1.7311 2.7608 0.180 -0.074 0.184 0.136
```
Positions in Å, forces in eV/Å.

Summary:
**Relative energy (zero: lowest compared OMol25 entry of this formula, charge and spin)**: 533.33 kJ/mol
**Net charge**: 0
**LUMO level**: 0.374 eV
**Energy**: -325.73442 Eh
**Strongest force on any atom**: 2.52 eV/Å
**Highest occupied orbital energy**: -6.67 eV